Record 1
# C6H6NOS

An isolated ion of composition C6H6NOS and charge +1 in a non-equilibrium geometry (ωB97M-V with the def2-TZVPD basis set, OMol25).

Its gap between HOMO and LUMO (spin up / spin down) is 6.6 / 6.6 eV. The LUMO energy (spin up / spin down) comes out at -5.8 / -5.8 eV. Its total charge is +1. As for the HOMO energy (spin up / spin down): -12.38 / -12.38 eV.

Each line ends with the natural charge from an NBO analysis.
CARTESIAN COORDINATES (ANGSTROEM)
C 1.2724 -1.2796 0.2249  -0.039
C 2.1457 -0.4965 -0.4938  0.179
C 0.7921 1.2981 -0.3509  0.243
C -1.9586 -1.3147 -0.3427  -0.358
C -0.0752 0.5638 0.4848  0.083
C -1.3620 1.1561 0.7117  -0.531
N 0.1718 -0.7793 0.7614  -0.286
O 1.9538 0.8021 -0.6927  -0.312
S -2.5385 0.1959 -0.4995  0.534
H 1.2903 -2.2887 0.4841  0.251
H 3.0723 -0.9253 -0.7555  0.235
H 0.6924 2.4004 -0.6121  0.246
H -2.0868 -2.2169 -0.8971  0.228
H -1.8531 0.8002 1.6545  0.284
H -1.5169 2.0846 0.3230  0.243


Record 2
# C6H6NPS

One molecule with the formula C6H6NPS in a non-equilibrium geometry (ωB97M-V with the def2-TZVPD basis set, OMol25).

Its gap between HOMO and LUMO is 7.9 eV. The LUMO energy comes out at -0.6 eV. As for the structure (SMILES): S=CPc1cccnc1. As for the HOMO energy: -8.50 eV.

Each line ends with the natural charge from an NBO analysis.
CARTESIAN COORDINATES (ANGSTROEM)
S -2.7347 -1.2364 3.1608  0.118
C -2.3441 -0.8475 1.6911  -0.579
P -1.4602 0.8422 1.2963  0.540
C -0.1704 0.4460 -0.0443  -0.335
C 1.1696 0.7985 0.1674  -0.161
C 2.1189 0.5759 -0.8306  -0.266
C 1.6837 -0.1399 -1.9182  0.021
N 0.4363 -0.5701 -2.1237  -0.404
C -0.4538 -0.3453 -1.1453  0.010
H -2.9976 -1.2530 0.9760  0.197
H -0.7543 0.8684 2.4811  -0.016
H 1.6288 1.2090 1.0904  0.222
H 3.0457 0.9765 -0.4998  0.231
H 2.1865 -0.4752 -2.8013  0.208
H -1.3544 -0.8489 -1.5000  0.215


Record 3
# C6H6NS

An isolated ion of composition C6H6NS and charge +1 in a non-equilibrium geometry (ωB97M-V with the def2-TZVPD basis set, OMol25).

Its gap between HOMO and LUMO (spin up / spin down) is 6.4 / 6.4 eV. The LUMO energy (spin up / spin down) comes out at -6.3 / -6.3 eV. Its total charge is +1. As for the HOMO energy (spin up / spin down): -12.71 / -12.71 eV.

Each line ends with the natural charge from an NBO analysis.
CARTESIAN COORDINATES (ANGSTROEM)
C -2.0060 2.4414 -1.4326  0.234
C -0.2645 -1.2196 0.7775  -0.292
C 1.0071 -1.1816 0.8335  0.549
C -0.7121 0.0760 0.1809  -0.295
C -1.4387 0.1132 -0.9597  0.115
C 2.3895 -0.9604 0.8836  -0.792
N -1.9169 1.2351 -1.4886  -0.481
S -2.2486 3.9557 -1.5933  0.229
H -0.9562 -2.0256 0.9679  0.311
H -0.4312 0.9853 0.6896  0.245
H -1.7312 -0.7858 -1.4889  0.227
H 2.9308 -1.7502 0.3526  0.306
H 2.7438 -0.8585 1.9128  0.300
H 2.6343 -0.0249 0.3647  0.344


Please write out number 2 again, unchanged.
# C6H6NPS

One molecule with the formula C6H6NPS in a non-equilibrium geometry (ωB97M-V with the def2-TZVPD basis set, OMol25).

Its gap between HOMO and LUMO is 7.9 eV. The LUMO energy comes out at -0.6 eV. As for the structure (SMILES): S=CPc1cccnc1. As for the HOMO energy: -8.50 eV.

Each line ends with the natural charge from an NBO analysis.
CARTESIAN COORDINATES (ANGSTROEM)
S -2.7347 -1.2364 3.1608  0.118
C -2.3441 -0.8475 1.6911  -0.579
P -1.4602 0.8422 1.2963  0.540
C -0.1704 0.4460 -0.0443  -0.335
C 1.1696 0.7985 0.1674  -0.161
C 2.1189 0.5759 -0.8306  -0.266
C 1.6837 -0.1399 -1.9182  0.021
N 0.4363 -0.5701 -2.1237  -0.404
C -0.4538 -0.3453 -1.1453  0.010
H -2.9976 -1.2530 0.9760  0.197
H -0.7543 0.8684 2.4811  -0.016
H 1.6288 1.2090 1.0904  0.222
H 3.0457 0.9765 -0.4998  0.231
H 2.1865 -0.4752 -2.8013  0.208
H -1.3544 -0.8489 -1.5000  0.215